ORCA calculation (wB97M-V/def2-TZVPD) on one molecule with the formula C9H14N4OS.

Last column: natural (NBO) charge in e.
Geometry (Å):
C  -1.734  -1.630  -1.762  -0.60
C  -1.174  -1.462  -0.424  -0.43
C  -0.154  -0.363  -0.452  -0.32
S  -0.852  1.306  -0.921  0.15
C  0.210  2.076  0.333  0.21
C  0.266  3.555  0.544  -0.68
N  0.841  1.284  1.079  -0.47
C  0.574  -0.071  0.953  0.41
C  -0.118  -0.573  2.236  -0.61
O  1.767  -0.793  1.031  -0.51
C  2.743  -0.446  0.121  0.61
N  3.041  0.757  -0.295  -0.52
C  4.049  0.498  -1.203  0.14
N  4.333  -0.776  -1.309  -0.30
N  3.497  -1.353  -0.434  -0.38
H  -2.469  -2.426  -1.735  0.21
H  -0.986  -1.915  -2.563  0.21
H  -2.195  -0.725  -2.044  0.21
H  -0.667  -2.406  -0.024  0.21
H  -1.875  -1.081  0.296  0.21
H  0.714  -0.557  -1.160  0.22
H  1.161  4.045  0.009  0.25
H  0.480  3.759  1.576  0.24
H  -0.748  3.987  0.344  0.23
H  0.709  -0.571  2.874  0.24
H  -0.522  -1.479  1.944  0.21
H  -0.933  0.151  2.371  0.22
H  4.621  1.177  -1.854  0.21
H  3.432  -2.430  -0.247  0.43

Its structure (SMILES) is CC[C@H]1SC(C)=N[C@]1(C)Oc1ncn[nH]1. Its HOMO energy is -8.74 eV. The energy above the lowest of the compared OMol25 structures with the same formula, charge and spin comes out at 1.2150 eV. As for the max |F|: 0.085 Eh/bohr.

---

ORCA calculation (wB97M-V/def2-TZVPD) on C9H14N5O as an isolated structure.

Last column: natural (NBO) charge in e.
Geometry (Å):
C  1.743  2.276  1.504  0.01
C  -2.996  0.090  0.952  -0.18
C  1.416  3.368  -0.271  0.22
C  1.510  1.309  0.554  -0.06
C  -3.018  0.015  -0.427  0.34
C  -0.865  -0.003  0.411  0.35
C  2.528  -2.972  -0.152  -0.63
C  1.222  -2.262  -0.563  -0.08
C  1.116  -0.104  0.532  0.25
N  1.737  3.492  1.002  -0.46
N  1.170  2.095  -0.569  -0.51
N  -1.623  -0.081  -0.705  -0.56
N  -1.695  0.127  1.410  -0.50
N  -3.936  0.185  -1.397  -0.79
O  1.377  -0.803  -0.640  -0.54
H  1.883  2.048  2.599  0.22
H  -3.788  0.449  1.529  0.23
H  1.524  4.235  -1.102  0.24
H  2.182  -3.938  0.042  0.23
H  3.257  -2.902  -0.974  0.24
H  2.882  -2.564  0.794  0.22
H  0.270  -2.386  -0.071  0.18
H  1.095  -2.388  -1.682  0.21
H  1.262  -0.779  1.357  0.22
H  0.803  1.772  -1.488  0.43
H  -1.173  -0.549  -1.482  0.43
H  -1.444  0.182  2.453  0.46
H  -4.897  0.205  -1.268  0.43
H  -3.542  -0.116  -2.348  0.41

Its HOMO energy is -12.04 eV. The net charge is +1. The energy above the lowest of the compared OMol25 structures with the same formula, charge and spin comes out at 2.1439 eV. As for the max |F|: 0.091 Eh/bohr.

---

ORCA calculation (wB97M-V/def2-TZVPD) on an isolated ion of composition C9H14NO and charge +1.

Last column: natural (NBO) charge in e.
Geometry (Å):
C  1.397  -0.671  -0.085  -0.40
C  -0.682  -1.794  0.665  -0.40
C  -0.531  -0.584  -1.654  -0.39
C  0.089  0.555  1.468  -0.58
C  0.516  -0.904  1.113  -0.20
C  0.541  0.242  -0.930  -0.34
C  -1.382  -1.172  -0.556  -0.18
C  -0.072  1.142  0.182  0.54
C  -0.346  2.520  -0.087  -0.73
N  -1.926  0.059  -0.089  0.26
O  -2.980  0.217  0.448  -0.16
H  2.067  -0.060  0.323  0.21
H  1.836  -1.592  -0.644  0.24
H  -0.211  -2.804  0.385  0.26
H  -1.327  -1.864  1.540  0.24
H  -1.076  0.045  -2.477  0.25
H  -0.004  -1.271  -2.242  0.25
H  -0.803  0.510  2.072  0.27
H  0.843  1.105  2.036  0.28
H  1.099  -1.308  1.858  0.24
H  0.950  0.871  -1.740  0.26
H  -2.247  -1.814  -0.853  0.26
H  -0.968  2.646  -1.153  0.27
H  0.560  3.066  -0.142  0.29
H  -0.902  2.846  0.752  0.25

Its HOMO energy (spin up / spin down) is -13.99 / -13.99 eV. The net charge is +1. The energy above the lowest of the compared OMol25 structures with the same formula, charge and spin comes out at 4.1791 eV. As for the max |F|: 0.090 Eh/bohr.

---

ORCA calculation (wB97M-V/def2-TZVPD) on an isolated ion of composition C9H14NO and charge +1.

Last column: natural (NBO) charge in e.
Geometry (Å):
C  1.187  0.992  -1.508  -0.64
C  -0.057  0.403  -0.721  0.10
C  -0.722  1.651  -0.149  -0.61
C  -1.172  -0.234  -1.670  -0.60
N  0.250  -0.390  0.407  -0.30
C  1.485  -0.675  0.853  0.10
C  1.862  -1.438  1.911  -0.27
C  0.848  -1.802  2.854  -0.06
C  -0.501  -1.563  2.459  -0.34
C  -0.909  -0.951  1.256  0.59
O  -2.121  -0.589  1.006  -0.62
H  1.911  0.288  -1.821  0.22
H  0.848  1.507  -2.496  0.26
H  1.674  1.874  -0.986  0.24
H  -0.177  2.030  0.700  0.22
H  -0.995  2.473  -0.998  0.25
H  -1.654  1.383  0.230  0.22
H  -1.310  -1.341  -1.732  0.23
H  -2.053  -0.001  -1.222  0.22
H  -1.017  0.203  -2.626  0.24
H  2.265  -0.222  0.265  0.25
H  2.986  -1.606  2.190  0.28
H  1.046  -2.014  3.921  0.26
H  -1.377  -1.782  3.169  0.25
H  -2.739  -1.143  1.492  0.53

Its structure (SMILES) is CC(C)(C)[n+]1ccccc1O. Its HOMO energy is -13.77 eV. The net charge is +1. The energy above the lowest of the compared OMol25 structures with the same formula, charge and spin comes out at 1.5365 eV. As for the max |F|: 0.123 Eh/bohr.

---

Q: Which value of max |F| does entry 3 give?
A: 0.090 Eh/bohr

---

Please write out number 2 again, unchanged.
ORCA calculation (wB97M-V/def2-TZVPD) on C9H14N5O as an isolated structure.

Last column: natural (NBO) charge in e.
Geometry (Å):
C  1.743  2.276  1.504  0.01
C  -2.996  0.090  0.952  -0.18
C  1.416  3.368  -0.271  0.22
C  1.510  1.309  0.554  -0.06
C  -3.018  0.015  -0.427  0.34
C  -0.865  -0.003  0.411  0.35
C  2.528  -2.972  -0.152  -0.63
C  1.222  -2.262  -0.563  -0.08
C  1.116  -0.104  0.532  0.25
N  1.737  3.492  1.002  -0.46
N  1.170  2.095  -0.569  -0.51
N  -1.623  -0.081  -0.705  -0.56
N  -1.695  0.127  1.410  -0.50
N  -3.936  0.185  -1.397  -0.79
O  1.377  -0.803  -0.640  -0.54
H  1.883  2.048  2.599  0.22
H  -3.788  0.449  1.529  0.23
H  1.524  4.235  -1.102  0.24
H  2.182  -3.938  0.042  0.23
H  3.257  -2.902  -0.974  0.24
H  2.882  -2.564  0.794  0.22
H  0.270  -2.386  -0.071  0.18
H  1.095  -2.388  -1.682  0.21
H  1.262  -0.779  1.357  0.22
H  0.803  1.772  -1.488  0.43
H  -1.173  -0.549  -1.482  0.43
H  -1.444  0.182  2.453  0.46
H  -4.897  0.205  -1.268  0.43
H  -3.542  -0.116  -2.348  0.41

Its HOMO energy is -12.04 eV. The net charge is +1. The energy above the lowest of the compared OMol25 structures with the same formula, charge and spin comes out at 2.1439 eV. As for the max |F|: 0.091 Eh/bohr.

---

What did the second record say?
ORCA calculation (wB97M-V/def2-TZVPD) on C9H14N5O as an isolated structure.

Last column: natural (NBO) charge in e.
Geometry (Å):
C  1.743  2.276  1.504  0.01
C  -2.996  0.090  0.952  -0.18
C  1.416  3.368  -0.271  0.22
C  1.510  1.309  0.554  -0.06
C  -3.018  0.015  -0.427  0.34
C  -0.865  -0.003  0.411  0.35
C  2.528  -2.972  -0.152  -0.63
C  1.222  -2.262  -0.563  -0.08
C  1.116  -0.104  0.532  0.25
N  1.737  3.492  1.002  -0.46
N  1.170  2.095  -0.569  -0.51
N  -1.623  -0.081  -0.705  -0.56
N  -1.695  0.127  1.410  -0.50
N  -3.936  0.185  -1.397  -0.79
O  1.377  -0.803  -0.640  -0.54
H  1.883  2.048  2.599  0.22
H  -3.788  0.449  1.529  0.23
H  1.524  4.235  -1.102  0.24
H  2.182  -3.938  0.042  0.23
H  3.257  -2.902  -0.974  0.24
H  2.882  -2.564  0.794  0.22
H  0.270  -2.386  -0.071  0.18
H  1.095  -2.388  -1.682  0.21
H  1.262  -0.779  1.357  0.22
H  0.803  1.772  -1.488  0.43
H  -1.173  -0.549  -1.482  0.43
H  -1.444  0.182  2.453  0.46
H  -4.897  0.205  -1.268  0.43
H  -3.542  -0.116  -2.348  0.41

Its HOMO energy is -12.04 eV. The net charge is +1. The energy above the lowest of the compared OMol25 structures with the same formula, charge and spin comes out at 2.1439 eV. As for the max |F|: 0.091 Eh/bohr.